No. 1
2 unconnected molecules or ions with the total composition C2H8, computed with wB97M-V/def2-TZVPD.

```
10
Properties=species:S:1:pos:R:3
C -0.272 0.385 1.658
H 0.423 -0.166 1.008
H 0.276 1.169 2.201
H -0.729 -0.309 2.379
H -1.060 0.847 1.045
C 0.272 -0.385 -1.658
H -0.425 -0.218 -2.492
H -0.158 -1.119 -0.961
H 0.447 0.564 -1.130
H 1.226 -0.768 -2.050
```

Values from the calculation:
**ΔE to the lowest compared entry with this formula, charge and spin**: 0.046 eV
**LUMO**: 1.153 eV
**SMILES**: C.C
**Frontier orbital gap**: 13.941 eV
**Strongest force on any atom**: 0.5 eV/A

Löwdin population analysis, charges in e, atoms 1 to 6: -0.06, -0.01, 0.02, 0.02, 0.02, -0.07



No. 2
A molecular structure, C29H36BrLaN4O2 in a non-equilibrium geometry, computed with wB97M-V/def2-TZVPD.

```
73
Properties=species:S:1:pos:R:3
La -0.226 0.317 -1.020
C 1.849 -0.414 3.138
C 0.917 0.769 3.113
C 1.226 1.880 3.897
C 0.453 3.024 3.867
C -0.644 3.095 3.019
C -0.986 2.018 2.220
C -2.183 2.096 1.310
C -0.219 0.845 2.300
N -0.586 -0.227 1.422
C -0.808 -1.417 1.839
C -0.941 -1.826 3.266
C -1.015 -2.466 0.757
C -1.451 -3.837 1.145
N -0.757 -2.084 -0.435
C -0.944 -2.928 -1.579
C 0.209 -3.310 -2.279
C 1.575 -2.931 -1.769
C 0.060 -4.065 -3.432
C -1.205 -4.415 -3.890
C -2.330 -4.011 -3.194
C -2.227 -3.262 -2.022
C -3.482 -2.852 -1.297
H 2.879 -0.064 3.179
H 1.753 -1.048 2.257
H 1.689 -1.029 4.026
H 2.102 1.838 4.533
H 0.713 3.869 4.490
H -1.241 3.997 2.980
H -2.604 3.099 1.306
H -2.965 1.399 1.616
H -1.922 1.867 0.269
H -0.948 -0.960 3.922
H -0.124 -2.486 3.564
H -1.867 -2.389 3.398
H -0.872 -4.195 1.996
H -1.347 -4.532 0.316
H -2.499 -3.823 1.458
H 1.784 -3.388 -0.800
H 1.688 -1.848 -1.634
H 2.351 -3.250 -2.462
H 0.940 -4.391 -3.972
H -1.311 -5.006 -4.789
H -3.313 -4.284 -3.557
H -4.262 -2.585 -2.010
H -3.333 -2.004 -0.627
H -3.873 -3.677 -0.699
N 0.056 -0.270 -3.639
C -0.844 0.549 -4.498
C -0.905 1.976 -3.985
N -1.601 2.014 -2.671
H 1.016 -0.049 -3.904
H -0.060 -1.254 -3.880
H -1.840 0.104 -4.466
H -0.513 0.539 -5.537
H -1.404 2.608 -4.721
H 0.105 2.367 -3.846
H -2.601 1.924 -2.837
H -1.478 2.940 -2.265
Br 4.860 5.617 3.447
C 3.877 4.501 2.305
C 2.738 4.999 1.681
C 2.001 4.168 0.861
C 2.405 2.847 0.665
C 3.562 2.367 1.279
C 4.304 3.193 2.100
C 1.594 1.944 -0.139
O 1.884 0.705 -0.274
O 0.511 2.358 -0.707
H 2.440 6.026 1.841
H 1.108 4.533 0.372
H 3.877 1.347 1.100
H 5.206 2.837 2.578
```

Values from the calculation:
**Charge**: +2
**LUMO**: -6.519 eV
**Frontier orbital gap**: 7.082 eV
**Strongest force on any atom**: 3.4 eV/A

Löwdin population analysis, charges in e, atoms 1 to 6: 2.16, -0.02, -0.21, -0.02, -0.04, -0.02



No. 3
2 unconnected molecules or ions with the total composition C6H15FN2O5S2 in a non-equilibrium geometry, computed with wB97M-V/def2-TZVPD.

```
31
Properties=species:S:1:pos:R:3
C 1.416 1.049 -1.810
C 1.546 0.822 -0.489
C 1.396 1.901 0.534
N 2.647 2.218 1.333
N 3.407 1.041 1.539
S 3.517 3.392 0.571
O 4.140 2.903 -0.613
O 2.754 4.585 0.479
F 4.611 3.611 1.645
H 1.810 1.934 -2.293
H 0.919 0.280 -2.389
H 1.721 -0.208 -0.212
H 0.679 1.586 1.285
H 1.050 2.803 0.043
H 4.223 0.979 0.945
H 3.623 0.921 2.515
C -4.262 -0.616 -0.923
C -4.039 -1.613 0.196
O -3.002 -2.567 -0.118
S -1.492 -2.089 0.019
C -0.749 -3.682 -0.064
O -1.294 -1.539 1.325
O -1.129 -1.346 -1.148
H -3.405 0.047 -1.039
H -5.140 -0.005 -0.709
H -4.410 -1.131 -1.872
H -3.808 -1.112 1.138
H -4.938 -2.205 0.355
H -1.062 -4.260 0.800
H 0.329 -3.535 -0.054
H -1.055 -4.163 -0.989
```

Values from the calculation:
**LUMO**: 0.539 eV
**SMILES**: C=CCN(N)S(=O)(=O)F.CCOS(C)(=O)=O
**Frontier orbital gap**: 9.545 eV
**Strongest force on any atom**: 1.4 eV/A

Löwdin population analysis, charges in e, atoms 1 to 6: 0.03, -0.19, -0.17, -0.29, 0.03, 0.58



No. 4
A molecular structure, C70H54N4O8P2RuS2 in a non-equilibrium geometry, computed with wB97M-V/def2-TZVPD.

```
141
Properties=species:S:1:pos:R:3
Ru -0.833 -0.872 -0.052
C -3.153 1.963 -1.655
C -3.111 0.837 -0.668
N -2.025 0.808 0.196
N -2.527 0.931 1.555
C -1.520 0.638 2.639
S -0.771 -0.953 2.326
S -2.540 0.631 4.198
C -3.671 -0.801 3.984
C -3.025 -2.142 4.148
C -3.379 -3.187 3.305
C -2.785 -4.428 3.452
C -1.841 -4.636 4.443
C -1.509 -3.602 5.303
C -2.099 -2.361 5.158
C -4.140 -0.131 -0.585
C -5.435 0.113 -1.088
C -6.415 -0.848 -1.074
C -6.135 -2.119 -0.575
C -4.879 -2.417 -0.099
C -3.854 -1.451 -0.061
O -2.717 -1.771 0.454
H -2.345 2.660 -1.448
H -3.051 1.580 -2.671
H -4.098 2.505 -1.592
H -4.413 -0.626 4.769
H -4.185 -0.725 3.019
H -4.116 -3.025 2.532
H -3.047 -5.227 2.773
H -1.359 -5.598 4.536
H -0.775 -3.756 6.080
H -1.829 -1.542 5.812
H -5.669 1.104 -1.449
H -7.403 -0.620 -1.445
H -6.908 -2.873 -0.549
H -4.646 -3.405 0.270
C 5.458 3.383 1.297
C 4.391 3.863 0.301
C 4.894 5.098 -0.465
C 3.121 4.234 1.039
C 3.024 5.352 1.861
C 1.830 5.702 2.467
C 0.676 4.974 2.232
C 0.748 3.841 1.443
P -0.466 2.569 0.952
C -0.461 1.754 2.799
C 0.912 1.263 2.970
C 1.736 1.708 3.957
C 1.315 2.664 4.888
C 0.032 3.192 4.769
C -0.833 2.765 3.799
C -2.100 3.282 1.295
C -3.038 2.290 1.637
C -4.347 2.601 1.941
C -4.731 3.935 1.934
C -3.823 4.927 1.571
C -2.521 4.600 1.234
C 1.985 3.453 0.910
O 1.951 2.255 0.273
C 2.976 1.926 -0.554
C 2.796 0.792 -1.345
C 3.714 0.554 -2.362
C 4.820 1.360 -2.526
C 5.047 2.404 -1.649
C 4.125 2.717 -0.662
P 1.287 -0.291 -1.319
C 2.061 -1.849 -1.879
C 3.348 -2.184 -1.458
C 3.913 -3.391 -1.823
C 3.199 -4.284 -2.605
C 1.911 -3.967 -3.005
C 1.339 -2.759 -2.641
C 0.759 0.479 -2.917
C 0.008 1.639 -2.763
C -0.425 2.356 -3.860
C -0.094 1.923 -5.134
C 0.704 0.804 -5.297
C 1.122 0.076 -4.195
H 5.708 4.171 2.003
H 6.358 3.085 0.764
H 5.088 2.521 1.849
H 4.983 5.948 0.206
H 4.195 5.356 -1.258
H 5.871 4.919 -0.905
H 3.900 5.956 2.046
H 1.801 6.557 3.125
H -0.259 5.273 2.679
H 1.275 0.542 2.250
H 2.732 1.297 4.032
H 1.970 2.983 5.681
H -0.306 3.940 5.474
H -1.822 3.197 3.757
H -3.290 0.250 1.704
H -5.058 1.823 2.183
H -5.742 4.205 2.196
H -4.142 5.959 1.545
H -1.825 5.366 0.928
H 3.558 -0.265 -3.045
H 5.504 1.177 -3.341
H 5.945 2.990 -1.755
H 3.898 -1.508 -0.819
H 4.907 -3.641 -1.484
H 3.639 -5.229 -2.890
H 1.346 -4.672 -3.596
H 0.319 -2.527 -2.917
H -0.236 1.953 -1.753
H -1.017 3.252 -3.730
H -0.453 2.459 -6.002
H 0.997 0.494 -6.292
H 1.726 -0.808 -4.347
C -1.435 -1.000 -1.940
C -1.910 -1.070 -3.057
C -2.404 -1.105 -4.380
C -3.650 -0.538 -4.663
C -4.134 -0.541 -5.956
C -3.394 -1.115 -6.980
C -2.167 -1.696 -6.700
C -1.668 -1.691 -5.413
H -4.226 -0.108 -3.854
H -5.098 -0.100 -6.170
H -3.771 -1.113 -7.994
H -1.608 -2.164 -7.498
H -0.709 -2.135 -5.197
O 1.775 -1.325 0.766
C 1.317 -2.487 0.607
O 0.195 -2.715 0.094
C 2.162 -3.666 0.945
C 1.672 -4.948 0.734
C 2.537 -6.046 0.903
C 3.869 -5.850 1.244
C 4.342 -4.560 1.443
C 3.479 -3.456 1.325
N 5.711 -4.339 1.695
O 6.453 -5.313 1.876
O 6.120 -3.170 1.706
N 2.059 -7.360 0.684
O 2.830 -8.309 0.867
O 0.888 -7.505 0.319
H 0.653 -5.112 0.421
H 4.542 -6.691 1.338
H 3.849 -2.460 1.498
```

Values from the calculation:
**Charge**: -1
**ΔE to the lowest compared entry with this formula, charge and spin**: 5.142 eV
**LUMO (alpha / beta)**: 0.948 / 0.948 eV
**⟨S²⟩**: 0.79
**Frontier orbital gap (alpha / beta)**: 4.757 / 4.761 eV
**Strongest force on any atom**: 2.9 eV/A
**Multiplicity**: 2

Löwdin population analysis, charges in e, atoms 1 to 6: 0.87, 0.00, -0.23, -0.19, -0.12, -0.88



No. 5
10 unconnected molecules or ions with the total composition C5H27NO11 in a non-equilibrium geometry, computed with wB97M-V/def2-TZVPD.

```
44
Properties=species:S:1:pos:R:3
C -1.822 3.261 1.614
C -0.717 2.234 1.981
C -1.234 0.839 1.723
C -1.887 0.815 0.364
O -1.259 0.510 -0.614
N -0.016 0.036 1.938
C 0.004 -0.902 2.936
O -0.966 -1.399 3.476
H -1.513 3.759 0.678
H -2.871 2.981 1.428
H -2.009 4.028 2.338
H 0.209 2.551 1.567
H -0.468 2.452 3.043
H -1.846 0.721 2.624
H -2.999 0.935 0.270
H 0.916 0.400 1.683
H 1.085 -1.183 3.146
O 1.170 2.566 -2.828
H 0.407 3.065 -3.114
H 1.602 2.799 -2.010
O -1.029 -3.381 1.103
H -0.289 -3.412 1.715
H -1.314 -2.459 1.106
O 2.524 0.162 3.371
H 3.412 0.084 3.006
H 2.567 0.254 4.326
O -0.390 0.020 -3.398
H -0.689 0.116 -2.484
H 0.289 0.726 -3.684
O 2.784 -0.585 0.828
H 2.641 -1.397 1.314
H 3.486 -0.607 0.179
O -0.883 -2.861 -3.969
H -0.993 -1.905 -3.995
H 0.052 -3.065 -3.910
O 0.744 -2.788 -1.304
H -0.010 -2.841 -1.914
H 0.280 -2.602 -0.483
O -3.517 0.428 -2.983
H -4.009 -0.397 -2.911
H -2.622 0.189 -3.271
O 4.060 -1.153 -1.652
H 3.892 -1.928 -1.103
H 3.225 -1.068 -2.129
```

Values from the calculation:
**ΔE to the lowest compared entry with this formula, charge and spin**: 2.217 eV
**LUMO**: 0.020 eV
**SMILES**: CC[C@@H](C=O)NC=O.O.O.O.O.O.O.O.O.O
**Frontier orbital gap**: 9.962 eV
**Strongest force on any atom**: 3.6 eV/A

Löwdin population analysis, charges in e, atoms 1 to 6: -0.10, -0.21, -0.27, -0.19, 0.07, 0.07



No. 6
2 unconnected molecules or ions with the total composition C5H8O2, computed with wB97M-V/def2-TZVPD.

```
15
Properties=species:S:1:pos:R:3
C 1.576 -0.306 -1.012
C 0.313 -0.922 -0.540
C -0.304 -1.792 0.211
C -1.173 -0.939 -0.628
O -1.977 0.083 -0.084
H 2.437 -0.658 -0.437
H 1.741 -0.547 -2.068
H 1.531 0.788 -0.941
H -0.251 -2.567 0.963
H -1.683 -1.326 -1.512
H -1.709 0.201 0.843
C -0.110 1.988 1.286
O -0.414 1.125 2.077
H -0.658 2.108 0.335
H 0.731 2.678 1.481
```

Values from the calculation:
**ΔE to the lowest compared entry with this formula, charge and spin**: 3.501 eV
**LUMO**: 0.560 eV
**SMILES**: CC1=C[C@H]1O.C=O
**Frontier orbital gap**: 9.721 eV
**Strongest force on any atom**: 0.6 eV/A

Löwdin population analysis, charges in e, atoms 1 to 6: -0.04, -0.20, 0.06, -0.32, -0.06, 0.08



No. 7
A single C4H6O2S molecule in a non-equilibrium geometry, computed with wB97M-V/def2-TZVPD.

```
13
Properties=species:S:1:pos:R:3
C -0.172 1.712 0.637
C 0.076 0.647 -0.195
C 0.271 -0.781 0.201
C -0.691 -1.571 -0.541
S -2.282 -1.164 -0.255
O -3.309 -1.849 -0.937
O -2.494 -0.642 1.090
H -0.160 2.693 0.342
H -0.434 1.628 1.658
H 0.143 0.855 -1.186
H 1.318 -1.195 0.170
H 0.107 -0.936 1.308
H -0.656 -1.527 -1.692
```

Values from the calculation:
**ΔE to the lowest compared entry with this formula, charge and spin**: 3.826 eV
**LUMO**: -1.045 eV
**SMILES**: C=CCC=S(=O)=O
**Frontier orbital gap**: 8.251 eV
**Strongest force on any atom**: 5.0 eV/A

Löwdin population analysis, charges in e, atoms 1 to 6: 0.05, -0.19, -0.30, -0.26, 0.79, -0.30



No. 8
A molecular structure, C14H30ClNO4PRuSe2 in a non-equilibrium geometry, computed with wB97M-V/def2-TZVPD.

```
54
Properties=species:S:1:pos:R:3
Ru -0.211 0.317 0.624
O 0.389 3.347 3.336
C 0.153 4.389 2.411
C 0.164 4.048 0.908
C 0.272 5.425 0.219
O 0.437 5.401 -1.184
C 1.393 3.239 0.414
Se 1.886 1.491 1.202
C -1.188 3.448 0.469
Se -1.911 1.936 1.499
H -0.257 2.649 3.133
H 0.926 5.137 2.611
H -0.824 4.855 2.611
H 1.134 5.958 0.635
H -0.623 6.008 0.483
H 0.092 4.569 -1.565
H 2.283 3.858 0.550
H 1.271 3.048 -0.645
H -1.140 3.109 -0.557
H -1.943 4.236 0.533
C 0.533 -0.325 4.369
C 0.474 -1.298 3.189
C 1.909 -1.632 2.745
C -0.220 -2.597 3.621
N -0.300 -0.705 2.126
H 1.073 -0.777 5.211
H -0.479 -0.064 4.691
H 1.044 0.592 4.064
H 2.423 -2.224 3.510
H 2.470 -0.716 2.564
H 1.886 -2.201 1.813
H 0.324 -3.074 4.443
H -0.271 -3.289 2.776
H -1.240 -2.381 3.948
Cl -2.532 0.321 -5.082
C -0.107 1.091 -3.884
C -0.225 1.749 -2.588
O -0.285 2.989 -2.538
O -0.232 0.957 -1.551
H 0.042 1.712 -4.752
H 0.114 0.038 -3.953
C -0.144 -3.191 -0.295
P -0.178 -1.473 -0.983
C -1.495 -1.741 -2.207
C 1.397 -1.573 -1.897
H -0.085 -3.937 -1.093
H -1.052 -3.362 0.289
H 0.712 -3.315 0.371
H -1.167 -2.496 -2.927
H -1.763 -0.834 -2.751
H -2.373 -2.112 -1.678
H 1.401 -2.468 -2.527
H 2.202 -1.635 -1.166
H 1.544 -0.685 -2.506
```

Values from the calculation:
**Charge**: -2
**ΔE to the lowest compared entry with this formula, charge and spin**: 0.369 eV
**LUMO (alpha / beta)**: 4.518 / 4.486 eV
**⟨S²⟩**: 8.78
**Frontier orbital gap (alpha / beta)**: 5.710 / 6.510 eV
**Strongest force on any atom**: 1.0 eV/A
**Multiplicity**: 6

Löwdin population analysis, charges in e, atoms 1 to 6: 0.65, -0.15, -0.26, -0.54, -0.26, -0.07



No. 9
3 unconnected molecules or ions with the total composition C23H41FNO5 in a non-equilibrium geometry, computed with wB97M-V/def2-TZVPD.

```
71
Properties=species:S:1:pos:R:3
C 1.564 -1.454 -0.542
C 0.271 -0.496 -0.072
C 0.204 -0.724 1.584
C -1.031 -1.146 -0.799
C -2.171 -0.119 -1.342
F -2.594 -0.643 -2.696
C -3.554 -0.060 -0.454
C -4.936 0.349 -1.301
C -6.361 0.453 -0.487
C -6.493 0.186 1.142
C -5.148 -0.246 1.979
C -3.702 -0.368 1.147
C -1.692 1.424 -1.595
C -0.500 1.864 -0.562
C 0.141 3.273 -1.202
C -1.113 2.330 0.913
N 0.652 0.900 -0.478
O 1.473 0.949 -1.541
H 2.581 -1.034 -0.116
H 1.579 -1.655 -1.699
H 1.367 -2.518 -0.037
H -0.686 -0.161 2.089
H 1.265 -0.463 2.003
H 0.041 -1.887 1.795
H -1.497 -1.964 -0.068
H -0.639 -1.771 -1.737
H -4.922 0.553 -2.461
H -7.337 0.753 -1.064
H -7.504 0.295 1.725
H -5.144 -0.459 3.141
H -2.776 -0.694 1.783
H -2.630 2.121 -1.437
H -1.292 1.514 -2.716
H 0.294 3.148 -2.376
H -0.612 4.187 -1.063
H 1.189 3.470 -0.681
H -2.227 2.001 1.065
H -0.400 1.998 1.810
H -1.119 3.522 0.959
C 1.259 -4.679 -2.902
O 0.552 -4.736 -1.667
C -0.746 -5.322 -1.812
C -0.753 -6.781 -1.345
O 0.052 -7.605 -2.197
C 1.327 -7.880 -1.632
H 2.310 -4.467 -2.685
H 1.203 -5.622 -3.450
H 0.858 -3.869 -3.519
H -1.100 -5.236 -2.846
H -1.427 -4.748 -1.176
H -1.777 -7.164 -1.408
H -0.427 -6.865 -0.301
H 1.229 -8.636 -0.848
H 1.798 -6.981 -1.221
H 1.971 -8.276 -2.421
C 2.414 6.466 1.718
O 2.225 5.238 2.414
C 2.803 4.127 1.721
C 4.148 3.726 2.334
O 5.132 4.751 2.145
C 5.322 5.538 3.313
H 2.186 7.286 2.403
H 3.442 6.583 1.367
H 1.726 6.516 0.868
H 2.905 4.343 0.651
H 2.107 3.288 1.829
H 4.517 2.833 1.820
H 4.042 3.481 3.398
H 5.916 4.981 4.043
H 4.371 5.841 3.765
H 5.872 6.440 3.031
```

Values from the calculation:
**LUMO (alpha / beta)**: -0.016 / -0.276 eV
**⟨S²⟩**: 0.75
**Frontier orbital gap (alpha / beta)**: 8.705 / 8.444 eV
**Strongest force on any atom**: 4.8 eV/A
**Multiplicity**: 2

Löwdin population analysis, charges in e, atoms 1 to 6: -0.07, -0.40, -0.07, -0.04, -0.30, -0.11



No. 10
A single C4H4S molecule in a non-equilibrium geometry, computed with wB97M-V/def2-TZVPD.

```
9
Properties=species:S:1:pos:R:3
C -1.610 -0.326 1.346
S -0.424 0.583 1.868
C 0.084 1.228 0.374
C 0.291 0.542 -0.864
C 1.144 -0.491 -0.950
H -2.349 -0.530 2.135
H -0.157 0.812 -1.842
H 1.525 -0.797 -2.013
H 1.496 -1.020 -0.056
```

Values from the calculation:
**ΔE to the lowest compared entry with this formula, charge and spin**: 7.065 eV
**LUMO (alpha / beta)**: -1.181 / -1.220 eV
**SMILES**: C#S#CC=C
**Frontier orbital gap (alpha / beta)**: 7.274 / 7.320 eV
**Strongest force on any atom**: 2.5 eV/A

Löwdin population analysis, charges in e, atoms 1 to 6: -0.39, 0.80, -0.30, -0.33, 0.00, -0.05



Number 1: total energy -80.9804 Ha. Number 2: total energy -4101.4680 Ha. Number 3: total energy -1619.4599 Ha. Number 4: total energy -5094.5388 Ha. Number 5: total energy -1089.0555 Ha. Number 6: total energy -345.6763 Ha. Number 7: total energy -704.5389 Ha. Number 8: total energy -6606.4477 Ha. Number 9: total energy -1431.1960 Ha. Number 10: total energy -552.7324 Ha.